The following is a quantum chemistry calculation of a structure of composition C24H33IrN8O12P2S2 at a distorted geometry, from the OMol25 dataset.

```
! wB97M-V def2-TZVPD RIJCOSX def2/J DEFGRID3
* xyz 0 5
Ir -1.86 -1.11 1.79
N -6.16 1.10 0.73
C -4.87 0.77 -0.02
C -5.16 1.17 -1.46
P -3.47 1.85 0.80
O -2.50 2.10 -0.48
O -4.13 3.09 1.30
O -2.63 0.98 1.80
P -4.52 -1.01 0.06
O -4.84 -1.78 -1.29
O -5.26 -1.46 1.30
O -2.91 -1.13 0.07
H -6.84 1.27 0.02
H -6.03 2.00 1.23
H -6.40 0.29 1.35
H -5.09 2.27 -1.48
H -6.16 0.91 -1.88
H -4.31 0.79 -2.08
H -1.86 1.37 -0.67
H -4.16 -2.47 -1.54
C -2.01 -1.91 5.70
C -1.95 -1.39 4.27
O -3.00 -1.44 3.55
O -0.85 -0.95 3.72
H -1.51 -1.21 6.33
H -1.52 -2.89 5.68
H -3.03 -1.98 6.10
C 0.20 1.05 -3.43
C 0.75 2.41 -3.83
C 0.70 3.42 -2.70
N 1.79 3.26 -1.71
C 2.09 4.20 -0.81
S 1.42 5.74 -0.68
N 3.10 3.73 0.06
C 4.34 3.16 -0.35
O 4.92 2.38 0.37
C 4.86 3.72 -1.67
C 4.68 5.06 -2.14
C 5.20 5.35 -3.38
C 6.01 4.54 -4.14
C 6.14 3.23 -3.65
C 5.66 2.86 -2.43
H 0.53 0.25 -4.13
H -0.90 1.06 -3.43
H 0.57 0.57 -2.47
H 0.04 2.82 -4.60
H 1.75 2.40 -4.25
H -0.22 3.47 -2.14
H 0.83 4.40 -3.14
H 1.95 2.29 -1.47
H 3.10 4.14 0.98
H 4.07 5.78 -1.57
H 4.95 6.34 -3.81
H 6.50 4.82 -5.06
H 6.75 2.61 -4.26
H 5.83 1.85 -2.09
O -1.57 -3.91 3.69
C -1.46 -3.96 2.48
N -1.57 -3.02 1.46
S -1.32 -3.68 -0.09
O -2.57 -3.71 -0.87
O -0.15 -3.05 -0.62
C -0.83 -5.28 0.55
C -0.35 -6.39 -0.17
C -0.08 -7.58 0.51
C -0.11 -7.52 1.92
C -0.59 -6.40 2.62
C -0.90 -5.21 1.91
H -0.18 -6.33 -1.25
H 0.20 -8.50 0.00
H 0.17 -8.38 2.52
H -0.74 -6.32 3.75
N 2.89 -1.79 2.57
C 3.00 -0.61 1.95
N 4.18 0.10 1.96
N 2.03 -0.01 1.26
C 0.84 -0.43 0.96
N -0.34 -0.38 0.74
H 3.69 -2.20 3.02
H 1.95 -2.17 2.69
H 5.07 -0.34 2.16
H 4.18 0.91 1.32
*
```

Summary:
* energy relative to the best compared isomer or geometry (same formula, charge and spin): 1.113 eV
* HOMO energy (spin up / spin down): -0.221 / -0.303 hartree
* Kohn-Sham gap (spin up / spin down): 5.84 / 7.35 eV

These are the Mulliken partial charges, in e, on atoms 1 to 2:
1 Ir 2.504
2 N -0.046


The following is a quantum chemistry calculation of a cluster of 2 separate species, C4H10O in total at a distorted geometry, from the OMol25 dataset.

```
! wB97M-V def2-TZVPD RIJCOSX def2/J DEFGRID3
* xyz 0 1
C -1.15 -0.41 2.37
C -1.31 0.82 1.87
C -2.59 1.38 1.48
H -0.10 -0.65 2.64
H -1.94 -1.02 2.73
H -0.46 1.38 1.59
H -3.41 1.39 2.20
H -2.35 2.48 1.37
H -2.93 1.02 0.50
C 3.02 -0.94 -2.89
O 2.26 -1.99 -2.34
H 2.55 -0.86 -3.91
H 2.93 0.11 -2.57
H 4.10 -1.14 -3.00
H 1.40 -1.57 -2.05
*
```

Summary:
* energy relative to the best compared isomer or geometry (same formula, charge and spin): 2.221 eV
* HOMO energy: -0.355 hartree
* SMILES: C=CC.CO
* Kohn-Sham gap: 10.35 eV

These are the Mulliken partial charges, in e, on atoms 1 to 2:
1 C -0.753
2 C -0.007


The following is a quantum chemistry calculation of a structure of composition C28H26EuN7O3S at a distorted geometry, from the OMol25 dataset.

```
! wB97M-V def2-TZVPD RIJCOSX def2/J DEFGRID3
* xyz 2 7
Eu 0.04 -0.56 0.18
C 1.05 1.90 -1.77
N 0.44 0.60 -2.11
C 1.36 -0.28 -2.82
C 0.82 -1.70 -2.87
C 1.30 -2.59 -3.80
C 0.76 -3.87 -3.84
C -0.26 -4.20 -2.96
C -0.67 -3.25 -2.05
N -0.13 -2.03 -1.98
C -0.79 0.78 -2.91
C -2.07 0.91 -2.12
C -3.12 1.65 -2.63
C -4.33 1.65 -1.95
C -4.45 0.91 -0.79
C -3.34 0.22 -0.33
N -2.17 0.22 -0.98
C 0.19 2.66 -0.80
C -0.08 4.01 -0.96
C -0.86 4.66 -0.01
C -1.34 3.93 1.07
C -1.04 2.59 1.15
N -0.29 1.96 0.24
H 1.21 2.51 -2.67
H 2.03 1.72 -1.32
H 2.33 -0.27 -2.31
H 1.53 0.06 -3.85
H 2.07 -2.29 -4.50
H 1.12 -4.59 -4.57
H -0.73 -5.17 -2.98
H -1.45 -3.47 -1.34
H -0.91 -0.10 -3.54
H -0.68 1.64 -3.58
H -2.99 2.21 -3.55
H -5.17 2.22 -2.34
H -5.38 0.88 -0.23
H -3.39 -0.34 0.59
H 0.32 4.54 -1.81
H -1.08 5.71 -0.11
H -1.96 4.40 1.83
H -1.42 1.99 1.96
N 3.99 -2.97 0.39
C 3.04 -3.97 0.46
C 1.87 -3.38 0.11
N 2.09 -2.03 -0.17
C 3.38 -1.84 0.01
H 4.96 -3.06 0.62
H 3.27 -4.98 0.75
H 0.90 -3.83 0.05
H 3.90 -0.90 -0.08
O -1.63 -0.74 1.99
C -0.61 -0.80 2.71
N 0.48 -1.48 2.25
S 1.79 -0.59 2.67
O 1.83 0.37 1.54
O 2.96 -1.33 2.95
C 1.04 0.20 4.05
C 1.60 0.93 5.07
C 0.71 1.47 6.00
C -0.67 1.29 5.88
C -1.21 0.56 4.83
C -0.34 0.01 3.92
H 2.67 1.07 5.16
H 1.10 2.04 6.84
H -1.33 1.72 6.63
H -2.28 0.41 4.73
*
```

Summary:
* energy relative to the best compared isomer or geometry (same formula, charge and spin): 0.546 eV
* HOMO energy (spin up / spin down): -0.535 / -0.535 hartree
* Kohn-Sham gap (spin up / spin down): 8.10 / 9.13 eV

These are the Mulliken partial charges, in e, on atoms 1 to 2:
1 Eu 0.852
2 C -1.207


The following is a quantum chemistry calculation of a cluster of 2 separate species, C4H13NO in total at a distorted geometry, from the OMol25 dataset.

```
! wB97M-V def2-TZVPD RIJCOSX def2/J DEFGRID3
* xyz 0 1
C -0.18 -2.25 -0.49
C -0.10 -0.77 -0.08
O -1.10 -0.34 0.83
C -1.05 0.85 1.59
C 0.36 1.47 1.57
H -1.03 -2.20 -1.19
H -0.39 -2.87 0.37
H 0.66 -2.55 -1.11
H 0.83 -0.69 0.49
H -0.04 -0.04 -0.90
H -1.99 1.35 1.32
H -1.23 0.72 2.67
H 0.39 2.40 2.13
H 0.97 0.79 2.18
H 0.78 1.63 0.58
N 1.60 0.91 -2.82
H 1.85 0.70 -3.78
H 0.60 0.81 -2.80
H 2.06 0.15 -2.31
*
```

Summary:
* energy relative to the best compared isomer or geometry (same formula, charge and spin): 1.588 eV
* HOMO energy: -0.340 hartree
* SMILES: CCOCC.N
* Kohn-Sham gap: 10.17 eV

These are the Mulliken partial charges, in e, on atoms 1 to 2:
1 C -1.147
2 C -0.168


The following is a quantum chemistry calculation of a cluster of 2 separate species, CH3O3 in total at a distorted geometry, from the OMol25 dataset.

```
! wB97M-V def2-TZVPD RIJCOSX def2/J DEFGRID3
* xyz -1 1
O -1.71 0.08 -2.22
H -1.24 0.36 -1.40
H -1.03 -0.40 -2.75
O 0.62 0.71 0.63
O 0.26 -0.51 2.42
C 1.02 -0.02 1.56
H 2.09 -0.23 1.77
*
```

Summary:
* energy relative to the best compared isomer or geometry (same formula, charge and spin): 0.561 eV
* HOMO energy: -0.141 hartree
* Kohn-Sham gap: 7.99 eV

These are the Mulliken partial charges, in e, on atoms 1 to 2:
1 O -0.698
2 H 0.386


The following is a quantum chemistry calculation of a cluster of 2 separate species, C9H14 in total at a distorted geometry, from the OMol25 dataset.

```
! wB97M-V def2-TZVPD RIJCOSX def2/J DEFGRID3
* xyz 0 1
C -2.32 -1.83 2.13
C -1.56 -1.13 1.03
C -1.17 0.19 1.10
C -0.66 0.84 -0.02
C -0.70 0.25 -1.26
C -1.14 -1.07 -1.36
C -1.46 -1.77 -0.22
H -2.28 -1.21 3.00
H -1.88 -2.78 2.38
H -3.31 -2.13 1.82
H -1.29 0.83 1.97
H -0.13 1.78 0.09
H -0.32 0.73 -2.16
H -1.30 -1.52 -2.33
H -1.69 -2.82 -0.35
C 3.18 2.09 -0.19
C 4.16 1.71 -1.31
H 2.23 1.62 -0.43
H 3.56 1.56 0.69
H 3.06 3.13 0.08
H 3.84 2.07 -2.29
H 4.10 0.62 -1.43
H 5.18 1.97 -1.08
*
```

Summary:
* energy relative to the best compared isomer or geometry (same formula, charge and spin): 0.548 eV
* HOMO energy: -0.332 hartree
* SMILES: Cc1ccccc1.CC
* Kohn-Sham gap: 10.07 eV

These are the Mulliken partial charges, in e, on atoms 1 to 2:
1 C -1.333
2 C 0.792


The following is a quantum chemistry calculation of a structure of composition C34H38BrCl2CrN4O at a distorted geometry, from the OMol25 dataset.

```
! wB97M-V def2-TZVPD RIJCOSX def2/J DEFGRID3
* xyz 0 2
Cr 0.63 -0.92 -0.93
Br 0.19 -0.96 1.74
C 2.05 -0.66 2.13
C 2.41 -0.55 3.44
C 3.76 -0.37 3.77
C 4.70 -0.33 2.78
C 4.33 -0.44 1.41
C 5.31 -0.41 0.40
C 4.94 -0.54 -0.91
C 3.58 -0.69 -1.25
C 2.56 -0.71 -0.32
C 2.96 -0.59 1.05
H 1.66 -0.62 4.22
H 4.05 -0.28 4.81
H 5.75 -0.22 3.02
H 6.35 -0.30 0.68
H 5.69 -0.54 -1.69
H 3.34 -0.80 -2.30
C 1.12 7.65 0.05
C 1.14 6.16 -0.06
C -0.02 5.42 -0.27
C 0.00 4.05 -0.40
C -1.30 3.32 -0.64
C 1.24 3.37 -0.35
C 1.35 1.97 -0.68
O 0.48 1.11 -0.57
C 2.42 4.09 -0.08
C 3.76 3.43 0.15
C 2.35 5.47 0.05
H 0.10 8.04 0.00
H 1.69 8.10 -0.77
H 1.57 7.99 0.98
H -0.97 5.95 -0.33
H -2.11 4.03 -0.81
H -1.55 2.71 0.23
H -1.22 2.65 -1.49
H 2.32 1.65 -1.08
H 3.73 2.35 0.02
H 4.08 3.63 1.17
H 4.51 3.84 -0.53
H 3.25 6.03 0.26
Cl -0.86 0.13 -3.00
C 0.85 -0.41 -2.91
H 1.46 0.45 -3.18
H 0.98 -1.17 -3.68
C -3.62 -1.77 -1.51
N -2.68 -1.37 -0.46
C -2.97 -2.19 0.73
N -4.36 -2.04 1.18
C -5.25 -2.41 0.09
N -5.02 -1.59 -1.11
C -5.23 -0.19 -0.74
N -4.34 0.24 0.34
C -2.96 0.04 -0.12
C -4.58 -0.62 1.50
H -3.47 -2.83 -1.72
H -3.43 -1.20 -2.41
H -2.32 -1.90 1.55
H -2.79 -3.24 0.49
H -6.28 -2.28 0.42
H -5.08 -3.46 -0.17
H -6.27 -0.06 -0.41
H -5.06 0.45 -1.61
H -2.28 0.35 0.67
H -2.80 0.65 -1.00
H -5.61 -0.49 1.83
H -3.90 -0.33 2.31
Cl -0.73 -3.46 -2.83
C -0.74 -4.32 -1.33
C -1.65 -5.34 -1.12
C -1.63 -6.04 0.07
C -0.70 -5.71 1.05
C 0.21 -4.69 0.82
C 0.23 -3.97 -0.38
C 1.28 -2.95 -0.65
H -2.36 -5.59 -1.90
H -2.32 -6.86 0.23
H -0.67 -6.26 1.98
H 0.94 -4.45 1.59
H 1.75 -3.17 -1.62
H 2.05 -3.04 0.11
*
```

Summary:
* HOMO energy (spin up / spin down): -0.280 / -0.271 hartree
* Kohn-Sham gap (spin up / spin down): 7.11 / 6.92 eV

These are the Mulliken partial charges, in e, on atoms 1 to 2:
1 Cr 0.388
2 Br -0.178


The following is a quantum chemistry calculation of a cluster of 3 separate species, C7H10O3 in total at a distorted geometry, from the OMol25 dataset.

```
! wB97M-V def2-TZVPD RIJCOSX def2/J DEFGRID3
* xyz 0 1
O 0.58 -0.13 -2.46
C -0.04 0.07 -1.34
O -0.90 -0.91 -0.97
C -1.50 -0.85 0.32
C -0.48 -0.53 1.39
C 0.88 -1.27 1.24
C 1.52 0.05 0.83
C 0.25 0.80 1.14
C 0.76 0.76 -0.27
H -2.32 -0.12 0.31
H -1.93 -1.85 0.48
H -0.93 -0.61 2.38
H 1.25 -1.61 2.22
H 0.93 -2.11 0.53
H 2.55 0.35 1.03
H 0.10 1.74 1.68
H 1.25 1.66 -0.63
H -0.21 0.83 -3.18
O -1.11 1.44 -2.41
H -0.65 2.28 -2.31
*
```

Summary:
* energy relative to the best compared isomer or geometry (same formula, charge and spin): 3.341 eV
* HOMO energy: -0.356 hartree
* Kohn-Sham gap: 10.47 eV

These are the Mulliken partial charges, in e, on atoms 1 to 2:
1 O -0.757
2 C 0.831


The following is a quantum chemistry calculation of a structure of composition C44H51BCaN9O3P3Te at a distorted geometry, from the OMol25 dataset.

```
! wB97M-V def2-TZVPD RIJCOSX def2/J DEFGRID3
* xyz 1 2
Ca -0.34 0.05 0.33
C 0.11 2.63 -2.57
C -0.67 1.37 -2.82
C -1.20 0.94 -4.04
C -1.78 -0.28 -3.75
N -1.62 -0.54 -2.45
N -0.92 0.48 -1.86
B -1.82 -1.89 -1.67
N -2.66 -1.69 -0.35
C -3.78 -2.37 -0.05
C -4.35 -1.80 1.06
C -3.51 -0.74 1.39
C -3.69 0.30 2.46
N -2.48 -0.68 0.55
N -0.38 -2.45 -1.39
C 0.32 -3.12 -2.33
C 1.41 -3.69 -1.73
C 1.33 -3.29 -0.38
C 2.26 -3.73 0.70
N 0.26 -2.51 -0.18
N -2.58 -2.90 -2.51
C -2.51 -4.25 -2.41
C -3.57 -4.77 -3.11
C -4.26 -3.64 -3.61
C -5.49 -3.62 -4.47
N -3.67 -2.52 -3.24
H -0.32 3.46 -3.14
H 1.15 2.52 -2.89
H 0.12 2.90 -1.51
H -1.16 1.44 -4.99
H -2.33 -0.97 -4.38
H -4.11 -3.20 -0.66
H -5.27 -2.10 1.55
H -4.46 1.02 2.16
H -2.76 0.84 2.66
H -4.01 -0.15 3.39
H -0.03 -3.17 -3.36
H 2.17 -4.31 -2.18
H 2.78 -4.63 0.38
H 1.72 -3.96 1.62
H 3.01 -2.97 0.94
H -1.73 -4.74 -1.84
H -3.81 -5.81 -3.25
H -5.96 -4.59 -4.49
H -5.24 -3.34 -5.50
H -6.21 -2.89 -4.09
N 2.49 0.74 1.69
P 2.34 1.18 0.00
C 3.51 2.59 0.13
C 3.24 3.58 1.08
C 4.12 4.64 1.26
C 5.27 4.73 0.48
C 5.52 3.77 -0.49
C 4.65 2.71 -0.67
C 3.30 -0.06 -0.92
C 4.43 -0.70 -0.41
C 5.13 -1.61 -1.18
C 4.72 -1.88 -2.49
C 3.60 -1.26 -3.01
C 2.88 -0.36 -2.22
P 1.96 -0.79 2.34
C 3.10 -0.92 3.76
C 3.58 0.16 4.49
C 4.40 -0.04 5.59
C 4.74 -1.33 5.98
C 4.26 -2.42 5.26
C 3.45 -2.21 4.15
C 0.39 -0.43 3.25
C -0.44 -1.54 3.38
C -1.47 -1.54 4.32
C -1.68 -0.42 5.11
C -0.89 0.72 4.94
C 0.14 0.71 4.01
H 3.39 1.01 2.06
H 2.34 3.53 1.68
H 3.90 5.40 2.00
H 5.96 5.55 0.63
H 6.41 3.85 -1.11
H 4.86 1.97 -1.43
H 4.76 -0.48 0.60
H 6.01 -2.10 -0.78
H 5.28 -2.58 -3.10
H 3.27 -1.48 -4.01
H 1.98 0.10 -2.62
H 3.32 1.18 4.20
H 4.77 0.81 6.15
H 5.37 -1.49 6.85
H 4.53 -3.43 5.56
H 3.09 -3.06 3.58
H -0.26 -2.42 2.77
H -2.10 -2.42 4.44
H -2.46 -0.43 5.86
H -1.06 1.60 5.54
H 0.77 1.58 3.89
C -0.83 6.19 -1.07
C -1.37 5.70 0.25
O -0.75 4.41 0.54
P -1.46 3.12 1.06
O -0.43 2.02 1.12
Te -3.36 2.67 -0.41
O -1.97 3.38 2.51
C -3.06 4.27 2.90
C -3.61 3.78 4.21
H -1.29 7.15 -1.31
H -1.06 5.49 -1.87
H 0.25 6.32 -1.02
H -2.46 5.59 0.22
H -1.11 6.36 1.07
H -3.82 4.28 2.12
H -2.64 5.27 2.99
H -4.00 2.77 4.12
H -4.42 4.44 4.53
H -2.84 3.79 4.98
*
```

Summary:
* energy relative to the best compared isomer or geometry (same formula, charge and spin): 0.072 eV
* HOMO energy (spin up / spin down): -0.386 / -0.386 hartree
* Kohn-Sham gap (spin up / spin down): 8.64 / 5.34 eV

These are the Mulliken partial charges, in e, on atoms 1 to 2:
1 Ca 2.548
2 C -0.729


The following is a quantum chemistry calculation of an isolated molecule of C5H11O2P at a distorted geometry, from the OMol25 dataset.

```
! wB97M-V def2-TZVPD RIJCOSX def2/J DEFGRID3
* xyz 0 1
C -1.47 -0.67 0.46
C -0.30 -0.60 1.53
C 1.06 -0.95 0.70
C 0.30 0.77 -1.01
C 1.26 1.97 -1.07
O -0.65 -1.35 2.66
O 2.30 -0.60 1.09
P -1.38 1.02 -0.42
H -1.31 -1.46 -0.28
H -2.31 -0.92 0.98
H -0.24 0.43 1.87
H 1.10 -1.77 -0.02
H 0.37 0.21 -1.89
H 0.93 2.94 -0.52
H 1.27 2.26 -2.16
H 2.33 1.89 -0.88
H -1.20 -2.12 2.40
H 2.24 0.02 1.80
H -2.30 0.79 -1.51
*
```

Summary:
* energy relative to the best compared isomer or geometry (same formula, charge and spin): 3.572 eV
* HOMO energy (spin up / spin down): -0.276 / -0.284 hartree
* Kohn-Sham gap (spin up / spin down): 7.68 / 8.13 eV

These are the Mulliken partial charges, in e, on atoms 1 to 2:
1 C -1.025
2 C 0.069


The following is a quantum chemistry calculation of a cluster of 2 separate species, C5H17N2O in total at a distorted geometry, from the OMol25 dataset.

```
! wB97M-V def2-TZVPD RIJCOSX def2/J DEFGRID3
* xyz 1 1
C 1.51 -1.85 0.62
C 0.55 -1.16 -0.44
C 0.80 0.34 -0.91
C -0.20 0.78 -1.84
C -1.56 1.00 -1.11
N -1.26 1.91 0.07
N 1.34 -1.13 1.86
H 1.04 -2.86 0.67
H 2.55 -1.84 0.22
H 0.53 -1.78 -1.42
H -0.49 -1.09 -0.05
H 1.74 0.14 -1.50
H 0.88 0.99 0.01
H 0.00 1.62 -2.38
H -0.37 0.08 -2.66
H -2.41 1.44 -1.55
H -1.95 0.05 -0.59
H -1.76 1.65 0.99
H -0.26 1.98 0.52
H -1.50 2.83 -0.13
H 2.16 -0.36 1.93
H 1.52 -1.72 2.73
H -0.29 0.14 1.86
H -1.36 -1.06 1.49
O -1.22 -0.07 1.61
*
```

Summary:
* energy relative to the best compared isomer or geometry (same formula, charge and spin): 2.680 eV
* HOMO energy: -0.485 hartree
* Kohn-Sham gap: 9.95 eV

These are the Mulliken partial charges, in e, on atoms 1 to 2:
1 C -0.717
2 C -0.215


The following is a quantum chemistry calculation of an isolated molecule of C3H3F2NO at a distorted geometry, from the OMol25 dataset.

```
! wB97M-V def2-TZVPD RIJCOSX def2/J DEFGRID3
* xyz 0 1
C -1.47 1.45 -0.16
C -0.21 -0.36 0.25
C -0.15 1.07 -0.26
N -1.37 -0.84 -0.51
O -2.42 2.13 -0.10
F 0.85 1.88 0.34
F -2.33 -1.27 0.36
H 0.73 -1.00 0.16
H -0.24 -0.56 1.44
H 0.08 1.01 -1.42
*
```

Summary:
* energy relative to the best compared isomer or geometry (same formula, charge and spin): 5.554 eV
* HOMO energy (spin up / spin down): -0.345 / -0.304 hartree
* Kohn-Sham gap (spin up / spin down): 9.21 / 7.93 eV

These are the Mulliken partial charges, in e, on atoms 1 to 2:
1 C 0.355
2 C -0.387


The calculation returns the following DFT total energy values, one per record and in order: -105002.9179, -6355.5824, -76185.9515, -7895.0732, -7229.4448, -9559.6338, -167388.4015, -13559.9749, -120287.9477, -18742.7351, -10480.2547, -12126.0300 eV.